# 1
# C37H51N4OP2Pb

A structure of composition C37H51N4OP2Pb at a distorted geometry (ωB97M-V/def2-TZVPD, the OMol25 dataset).

Last column: Löwdin charge in e.
Cartesian coordinates (Å):
C -2.10 -1.72 -0.91  -0.31
C 0.02 -1.40 -1.80  -0.32
C -2.37 -2.75 -1.81  0.01
C -0.22 -2.36 -2.80  -0.01
C -1.44 -3.04 -2.80  0.01
H -3.33 -3.27 -1.72  0.14
H 0.54 -2.54 -3.55  0.13
H -1.65 -3.79 -3.56  0.14
N -0.88 -1.16 -0.83  0.05
P -2.91 0.51 0.60  1.07
P 2.26 -0.62 -0.20  1.13
C -3.22 -1.20 0.00  -0.23
H -4.19 -1.26 -0.53  0.10
H -3.31 -1.89 0.85  0.10
C 0.82 2.72 2.85  -0.04
O 0.69 3.58 3.58  0.12
C 1.28 -0.55 -1.83  -0.33
H 1.96 -0.91 -2.61  0.10
C 3.74 0.53 -0.54  -0.65
C 2.87 -2.41 0.04  -0.64
C -3.65 1.58 -0.76  -0.67
C -3.79 0.58 2.28  -0.67
C 3.37 1.93 0.02  -0.10
H 3.01 1.87 1.06  0.05
H 4.28 2.55 0.02  0.11
H 2.61 2.43 -0.59  0.06
C 5.00 0.05 0.19  -0.07
H 4.83 -0.09 1.27  0.09
H 5.39 -0.88 -0.24  0.08
H 5.78 0.82 0.08  0.11
C 4.06 0.65 -2.03  -0.06
H 4.90 1.36 -2.14  0.12
H 4.38 -0.30 -2.47  0.08
H 3.21 1.04 -2.61  0.06
C 3.58 -2.50 1.41  -0.08
H 3.03 -1.95 2.19  0.06
H 3.64 -3.55 1.72  0.11
H 4.61 -2.12 1.38  0.07
C 1.64 -3.34 0.14  -0.08
H 0.97 -3.05 0.95  0.08
H 1.07 -3.38 -0.80  0.06
H 2.01 -4.36 0.35  0.11
C 3.78 -2.83 -1.13  -0.05
H 3.80 -2.12 -1.98  0.05
H 4.81 -2.98 -0.79  0.10
H 3.42 -3.78 -1.55  0.10
C -3.57 1.98 2.91  -0.07
H -3.98 1.97 3.93  0.11
H -2.51 2.24 2.98  0.07
H -4.09 2.78 2.36  0.08
C -3.14 -0.47 3.19  -0.09
H -3.36 -1.49 2.84  0.08
H -2.06 -0.36 3.27  0.05
H -3.57 -0.37 4.20  0.11
C -5.29 0.27 2.17  -0.06
H -5.69 0.12 3.19  0.11
H -5.87 1.10 1.73  0.08
H -5.49 -0.65 1.61  0.09
C -2.97 1.25 -2.11  -0.07
H -3.55 1.72 -2.92  0.11
H -1.94 1.62 -2.14  0.05
H -2.95 0.17 -2.31  0.07
C -3.39 3.07 -0.44  -0.07
H -2.32 3.28 -0.31  0.08
H -3.76 3.68 -1.27  0.11
H -3.92 3.40 0.47  0.07
C -5.15 1.32 -0.90  -0.06
H -5.37 0.26 -1.10  0.09
H -5.72 1.64 -0.03  0.07
H -5.53 1.90 -1.76  0.11
Pb -0.06 0.76 0.83  1.16
N 0.36 1.71 -1.19  -0.06
C 0.80 0.93 -2.09  -0.43
C 0.86 1.44 -3.51  -0.13
C 0.72 2.83 -3.72  0.08
C 1.04 0.59 -4.62  0.09
C 0.85 3.36 -5.00  0.08
H 0.52 3.46 -2.85  0.14
C 1.15 1.13 -5.91  0.05
H 1.10 -0.49 -4.47  0.13
C 1.07 2.52 -6.10  0.02
H 0.79 4.44 -5.14  0.15
H 1.29 0.46 -6.76  0.15
H 1.17 2.93 -7.10  0.14
N 3.76 1.27 6.30  0.20
C 2.94 0.58 5.84  -0.15
C 1.93 -0.28 5.25  -0.19
C 1.15 -1.14 6.02  0.03
C 0.23 -1.97 5.39  -0.01
C 0.08 -1.87 4.00  -0.14
N 0.81 -1.02 3.27  -0.01
C 1.73 -0.25 3.86  -0.15
H 1.28 -1.14 7.10  0.14
H -0.38 -2.69 5.94  0.12
H -0.64 -2.49 3.47  0.12
H 2.32 0.42 3.24  0.09

Properties
- net charge = +3
- LUMO energy (spin up / spin down) (eV) = -11.02 / -12.72
- energy above the lowest of the compared OMol25 structures with the same formula, charge and spin (kJ/mol) = 0.1


# 2
# C37H52N2O7

A cluster of 3 separate species, C37H52N2O7 in total (ωB97M-V/def2-TZVPD, the OMol25 dataset).

Last column: Löwdin charge in e.
Cartesian coordinates (Å):
C -2.15 -3.44 1.03  -0.10
O -1.63 -4.00 -0.16  -0.20
C -1.20 -3.06 -1.12  -0.18
C 0.19 -2.56 -0.83  -0.17
C 1.29 -3.16 -1.44  -0.01
C 2.58 -2.72 -1.18  0.02
C 2.78 -1.66 -0.31  -0.08
C 1.68 -1.06 0.31  -0.07
C 0.40 -1.51 0.06  0.05
C 1.92 0.09 1.24  -0.28
O 1.23 0.31 2.21  0.13
C 3.10 0.94 0.88  -0.07
C 3.10 2.30 1.15  0.06
C 4.19 3.08 0.77  -0.17
C 4.17 4.56 1.03  -0.12
O 3.03 5.13 0.38  -0.01
C 2.54 6.31 0.84  -0.51
C 2.10 6.37 2.29  0.03
O 2.35 7.22 0.07  0.11
C 5.28 2.48 0.15  0.00
C 5.29 1.11 -0.09  0.01
C 4.20 0.34 0.26  -0.08
C 4.15 -1.12 -0.03  -0.28
O 5.14 -1.82 -0.06  0.13
H -1.36 -3.15 1.73  0.09
H -2.78 -4.20 1.49  0.09
H -2.77 -2.56 0.81  0.09
H -1.23 -3.57 -2.08  0.13
H -1.89 -2.21 -1.17  0.13
H 1.14 -3.98 -2.13  0.12
H 3.44 -3.19 -1.64  0.13
H -0.44 -1.03 0.54  0.13
H 2.25 2.75 1.64  0.14
H 4.13 4.75 2.10  0.12
H 5.07 5.02 0.61  0.13
H 2.58 5.65 2.94  0.07
H 2.27 7.38 2.65  0.10
H 1.03 6.18 2.30  0.09
H 6.12 3.08 -0.15  0.12
H 6.15 0.64 -0.57  0.12
C -4.46 9.12 -0.03  -0.03
C -3.33 8.86 0.97  -0.49
C -2.16 9.82 0.74  -0.13
C -1.40 9.54 -0.56  -0.17
C -0.92 8.09 -0.61  -0.13
C -2.02 7.05 -0.34  -0.48
N -2.80 7.46 0.87  -0.11
O -2.27 7.05 1.97  -0.03
C -2.92 6.86 -1.56  -0.03
C -1.38 5.70 -0.05  -0.04
C -3.91 9.04 2.36  -0.04
H -4.97 10.04 0.25  0.09
H -4.13 9.25 -1.05  0.06
H -5.19 8.31 -0.01  0.09
H -1.47 9.74 1.58  0.13
H -2.55 10.84 0.75  0.12
H -2.02 9.77 -1.43  0.10
H -0.53 10.20 -0.61  0.11
H -0.48 7.87 -1.58  0.13
H -0.13 7.96 0.13  0.11
H -3.77 6.23 -1.32  0.09
H -2.35 6.38 -2.35  0.09
H -3.30 7.79 -1.98  0.06
H -0.64 5.76 0.74  0.06
H -0.88 5.35 -0.96  0.09
H -2.13 4.96 0.24  0.09
H -4.70 8.32 2.55  0.09
H -4.33 10.05 2.43  0.09
H -3.15 8.93 3.14  0.08
C -0.59 -9.83 -2.66  -0.03
C 0.42 -9.92 -1.50  -0.49
C -0.11 -10.82 -0.39  -0.13
C -1.29 -10.20 0.37  -0.17
C -0.92 -8.82 0.92  -0.13
C -0.32 -7.87 -0.12  -0.48
N 0.73 -8.58 -0.91  -0.11
O 1.88 -8.54 -0.36  -0.02
C -1.42 -7.29 -1.03  -0.02
C 0.33 -6.69 0.58  -0.04
C 1.71 -10.49 -2.08  -0.04
H -0.58 -10.77 -3.21  0.09
H -1.61 -9.66 -2.34  0.06
H -0.31 -9.03 -3.35  0.09
H 0.70 -11.02 0.31  0.13
H -0.40 -11.78 -0.83  0.12
H -2.17 -10.14 -0.27  0.10
H -1.56 -10.85 1.20  0.11
H -1.80 -8.34 1.35  0.12
H -0.19 -8.95 1.73  0.12
H -0.97 -6.72 -1.85  0.09
H -2.04 -6.60 -0.45  0.08
H -2.09 -8.03 -1.46  0.06
H 1.06 -7.00 1.32  0.08
H -0.44 -6.10 1.07  0.08
H 0.84 -6.03 -0.13  0.08
H 2.12 -9.83 -2.84  0.09
H 1.48 -11.45 -2.55  0.09
H 2.46 -10.65 -1.32  0.08

Properties
- net charge = 0
- LUMO energy (spin up / spin down) (eV) = -0.79 / -0.79
- spin multiplicity = 3


# 3
# C37H53MnN6O4PS

A structure of composition C37H53MnN6O4PS (ωB97M-V/def2-TZVPD, the OMol25 dataset).

Last column: Löwdin charge in e.
Cartesian coordinates (Å):
Mn 0.06 -0.20 -0.52  0.85
C 0.85 1.38 -1.50  -0.11
H 0.94 2.20 -0.79  0.01
H 0.16 1.63 -2.30  0.03
H 1.82 1.08 -1.89  0.02
O 1.68 -0.39 0.65  -0.38
P 2.86 -0.68 1.57  0.90
C 2.22 -1.25 3.18  -0.34
C 3.30 -1.84 4.13  -0.18
C 3.23 -3.36 4.17  -0.19
C 1.88 -3.84 4.72  -0.18
C 0.75 -2.87 4.38  -0.18
C 1.00 -2.18 3.04  -0.19
C 3.99 -1.98 0.94  -0.32
C 3.25 -3.06 0.13  -0.16
C 2.88 -2.62 -1.30  -0.20
C 3.78 -1.50 -1.80  -0.18
C 5.20 -1.73 -1.32  -0.18
C 5.29 -1.55 0.20  -0.16
C 3.85 0.84 1.85  -0.32
C 3.33 1.73 2.99  -0.19
C 2.14 2.56 2.51  -0.18
C 2.61 3.59 1.47  -0.18
C 3.91 3.15 0.78  -0.18
C 3.92 1.65 0.53  -0.18
H 1.85 -0.33 3.64  0.11
H 3.12 -1.46 5.14  0.12
H 4.30 -1.49 3.86  0.11
H 4.05 -3.75 4.78  0.12
H 3.38 -3.77 3.16  0.10
H 1.95 -3.96 5.80  0.11
H 1.66 -4.83 4.31  0.11
H 0.67 -2.10 5.15  0.12
H -0.21 -3.39 4.36  0.11
H 0.14 -1.60 2.72  0.10
H 1.17 -2.94 2.27  0.10
H 4.31 -2.45 1.88  0.09
H 2.37 -3.40 0.68  0.09
H 3.92 -3.92 0.09  0.13
H 1.83 -2.31 -1.35  0.07
H 2.99 -3.49 -1.96  0.11
H 3.42 -0.54 -1.41  0.09
H 3.73 -1.43 -2.89  0.12
H 5.90 -1.05 -1.81  0.12
H 5.51 -2.74 -1.59  0.12
H 5.54 -0.52 0.43  0.08
H 6.11 -2.15 0.60  0.12
H 4.85 0.49 2.13  0.12
H 4.14 2.41 3.29  0.12
H 3.09 1.15 3.88  0.10
H 1.66 3.06 3.35  0.12
H 1.40 1.88 2.08  0.08
H 2.77 4.55 1.95  0.11
H 1.83 3.74 0.71  0.10
H 4.77 3.44 1.39  0.11
H 4.02 3.68 -0.17  0.12
H 4.81 1.37 -0.04  0.11
H 3.07 1.41 -0.10  0.06
O -0.91 -1.63 0.48  -0.26
N -1.36 -2.81 0.21  -0.02
C -2.51 -3.11 0.73  -0.27
C -3.27 -2.18 1.51  -0.15
N -3.87 -1.43 2.14  0.20
C -3.01 -4.43 0.44  -0.17
N -3.35 -5.49 0.18  0.17
O -2.16 -1.87 -2.72  0.08
C -0.95 -2.02 -2.69  -0.59
O -0.07 -1.19 -2.25  -0.12
C -0.32 -3.33 -3.21  -0.15
N 0.12 -4.14 -2.00  0.11
C -0.31 -5.58 -2.21  -0.09
C -0.65 -5.66 -3.69  -0.14
C -1.23 -4.28 -3.97  -0.12
H 0.59 -3.09 -3.77  0.16
H -0.34 -3.76 -1.13  0.13
H 1.13 -4.06 -1.87  0.12
H -1.18 -5.74 -1.58  0.11
H 0.49 -6.24 -1.88  0.13
H -1.35 -6.47 -3.88  0.13
H 0.24 -5.84 -4.28  0.12
H -2.25 -4.18 -3.58  0.13
H -1.25 -4.03 -5.03  0.13
S -5.57 2.67 1.35  1.05
C -4.06 2.03 0.71  -0.49
C -2.89 2.37 1.39  -0.07
C -1.69 1.86 0.95  -0.09
N -1.59 1.05 -0.11  -0.03
C -2.71 0.74 -0.77  -0.08
C -3.96 1.20 -0.41  -0.03
C -6.78 1.74 0.44  -0.54
C -7.30 0.58 0.98  -0.07
C -8.27 -0.10 0.25  -0.13
N -8.73 0.30 -0.93  0.07
C -8.22 1.43 -1.43  -0.13
C -7.26 2.19 -0.79  -0.08
H -2.92 3.00 2.26  0.11
H -0.77 2.10 1.47  0.11
H -2.61 0.06 -1.62  0.10
H -4.82 0.89 -0.97  0.11
H -6.95 0.20 1.93  0.11
H -8.70 -1.02 0.65  0.11
H -8.62 1.74 -2.39  0.11
H -6.90 3.11 -1.23  0.11

Properties
- net charge = +1
- LUMO energy (spin up / spin down) (eV) = -2.89 / -2.61
- energy above the lowest of the compared OMol25 structures with the same formula, charge and spin (kJ/mol) = 0.0
- spin multiplicity = 5


Question: Which value of net charge does entry 2 give?
Answer: 0


Question: Which of these has the highest net charge?
Answer: C37H51N4OP2Pb


Question: net charge of number 2 (C37H52N2O7)?
Answer: 0